# 1
C4H10NO | ωB97M-V/def2-TZVPD

Results
- Lowest unoccupied orbital energy: -5.2 eV
- E: -7839.050 eV

Structure (ORCA input):
```
! RIJCOSX wB97M-V def2-TZVPD def2/J DEFGRID3
* xyz 1 1
C 0.4053 -1.5158 2.0780
N -0.3562 -0.6168 1.6063
H 0.5321 -1.5774 3.1707
H 0.8392 -2.1623 1.3623
H -0.2254 -0.3043 0.5823
H -0.7485 0.1056 2.2200
C -0.4047 1.8974 -0.4666
C 0.4035 0.6797 -0.8843
C -0.1002 -0.4520 -1.4456
O 0.7017 -1.4473 -1.9996
H -0.0916 2.7390 -0.9857
H -1.4560 1.7340 -0.6416
H -0.2711 2.1504 0.6330
H 1.4956 0.8186 -0.7249
H -1.2107 -0.5468 -1.5599
H 0.4870 -1.5019 -2.9445
*
```

***

# 2
C4H10NO | ωB97M-V/def2-TZVPD

Results
- Lowest unoccupied orbital energy: -3.9 eV
- E: -7839.863 eV

Structure (ORCA input):
```
! RIJCOSX wB97M-V def2-TZVPD def2/J DEFGRID3
* xyz 1 1
C 1.7376 0.3295 0.9532
C 0.8450 -0.5365 -0.0732
C -0.7403 -0.4346 -0.0332
N -1.3153 -0.3489 -1.4171
C -0.9518 0.8509 0.7610
O -0.9554 1.9078 0.2017
H 1.3683 1.3341 1.1022
H 1.8173 -0.3501 1.7958
H 2.7005 0.4171 0.4490
H 1.1705 -0.0943 -1.0081
H 1.1408 -1.5575 0.1170
H -1.2082 -1.2430 0.5250
H -1.2228 -1.1866 -1.9840
H -1.0175 0.4695 -1.9619
H -2.3073 -0.1462 -1.2624
H -1.0612 0.5889 1.8350
*
```

***

# 3
C4H10NO | ωB97M-V/def2-TZVPD

Results
- Lowest unoccupied orbital energy: -3.3 eV
- E: -7838.818 eV

Structure (ORCA input):
```
! RIJCOSX wB97M-V def2-TZVPD def2/J DEFGRID3
* xyz 1 1
C 0.8114 -1.6157 -0.0219
C 1.2007 -2.2052 1.2296
C -0.9396 2.0664 -0.9234
C -0.2461 0.0395 0.3499
N -0.3172 0.7549 -1.0111
O 0.9681 -1.8243 -1.1583
H 2.1796 -2.6385 1.1409
H 1.3484 -1.2448 1.9064
H 0.4838 -2.9306 1.6977
H -0.9260 2.4435 -1.9908
H -2.0045 1.9930 -0.4170
H -0.3258 2.7461 -0.2643
H 0.3299 0.7656 0.8432
H -1.3023 -0.2264 0.6586
H -0.7725 0.1937 -1.6565
H 0.6515 0.6982 -1.5240
*
```

***

HOMO list, top to bottom, in eV: -13.5791, -14.7369, -14.0422
Energy relative to the best compared isomer or geometry (same formula, charge and spin) list, top to bottom, in eV: 2.2672, 1.4541, 2.4987
HOMO-LUMO gap list, top to bottom, in eV: 8.4, 10.9, 10.7